Molecular formula: C2H3ClN2
Method: DFT, wB97M-V/def2-TZVPD

Cartesian coordinates (Å):
C1 -1.314 0.849 -0.161
C2 1.214 -0.163 0.145
N1 -1.591 1.888 0.238
N2 -0.793 -0.213 -0.701
Cl1 -1.529 -1.636 0.169
H1 1.301 -0.849 0.981
H2 1.382 -0.713 -0.828
H3 1.331 0.837 0.157

Its charge is 0. For the total energy, the calculation gives -17618.607 eV. The HOMO energy (alpha / beta) comes out at -7.899 / -11.734 eV. As for the expectation value of S²: 2.02. The multiplicity is 3.

---

Molecular formula: C2H3ClNOP
Method: DFT, wB97M-V/def2-TZVPD

Cartesian coordinates (Å):
C1 -1.039 -0.542 -1.137
C2 1.302 -0.043 0.398
N1 -1.457 -1.161 -2.018
O1 -1.790 2.552 -0.846
P1 -0.455 0.380 0.252
Cl1 -1.309 -0.506 1.769
H1 1.668 0.670 1.144
H2 1.329 -1.044 0.989
H3 1.751 -0.305 -0.552

Its charge is 0. For the total energy, the calculation gives -27465.897 eV. The HOMO energy (alpha / beta) comes out at -9.854 / -9.755 eV.

---

Molecular formula: C2H3ClO2
Method: DFT, wB97M-V/def2-TZVPD

Cartesian coordinates (Å):
C1 -1.254 -1.077 0.192
C2 -0.892 0.727 -0.342
O1 -0.308 -0.488 -0.541
O2 -1.877 0.075 0.413
Cl1 3.668 0.003 0.243
H1 -1.289 -1.937 0.922
H2 3.145 1.247 0.147
H3 -1.193 1.450 -1.033

Its charge is 0. For the total energy, the calculation gives -18735.675 eV. The HOMO energy comes out at -8.144 eV.

---

Molecular formula: C2H3ClO2
Method: DFT, wB97M-V/def2-TZVPD

Cartesian coordinates (Å):
O1 -0.804 -0.557 1.003
C1 -0.611 0.687 0.797
O2 -0.810 0.654 -0.547
C2 -0.954 -0.775 -0.316
H1 -0.131 1.482 1.388
H2 -1.876 -1.125 -0.567
Cl1 2.505 0.089 -0.297
H3 2.680 -0.456 -1.461

Its charge is 0. For the total energy, the calculation gives -18735.793 eV. The HOMO energy (alpha / beta) comes out at -8.182 / -8.181 eV. As for the SMILES: O1[C@H]2O[C@@H]12.Cl.

---

Molecular formula: C2H3ClO2S
Method: DFT, wB97M-V/def2-TZVPD

Cartesian coordinates (Å):
O1 -0.965 0.081 -2.578
C1 -0.145 -0.431 -1.876
O2 0.775 -0.320 -1.015
Cl1 -0.385 -2.210 -2.101
H1 0.911 -1.231 -0.768
C2 -0.120 1.106 1.978
S1 0.479 -0.028 2.979
H2 -1.168 1.367 1.964
H3 0.617 1.666 1.417

Its charge is 0. For the total energy, the calculation gives -29573.397 eV. The HOMO energy comes out at -9.162 eV. As for the SMILES: O=C(O)Cl.C=S.

---

Molecular formula: C2H3ClO2S
Method: DFT, wB97M-V/def2-TZVPD

Cartesian coordinates (Å):
O1 -1.996 1.522 1.039
S1 -1.014 0.259 -0.171
O2 -1.752 -0.489 -1.139
C1 0.731 0.435 -0.533
C2 0.395 -0.552 0.604
Cl1 0.688 -2.244 0.334
H1 1.290 1.317 -0.268
H2 1.012 -0.017 -1.474
H3 0.645 -0.232 1.608

Its charge is 0. For the total energy, the calculation gives -29569.530 eV. The HOMO energy (alpha / beta) comes out at -10.295 / -10.297 eV. As for the SMILES: O=S1(=O)C[C@@H]1Cl.

---

Molecular formula: C2H3ClO2S
Method: DFT, wB97M-V/def2-TZVPD

Cartesian coordinates (Å):
C1 -0.849 -0.625 0.182
C2 -0.509 0.109 1.328
O1 1.798 0.277 0.118
O2 -0.679 0.793 2.265
S1 1.017 -0.830 0.835
Cl1 0.497 0.872 -2.677
H1 -1.579 -1.371 0.143
H2 -0.683 -0.045 -0.790
H3 0.986 0.821 -1.404

Its charge is 0. For the total energy, the calculation gives -29570.041 eV. The HOMO energy (alpha / beta) comes out at -7.088 / -10.920 eV. As for the expectation value of S²: 2.02. The multiplicity is 3.

---

Molecular formula: C2H3ClO2S
Method: DFT, wB97M-V/def2-TZVPD

Cartesian coordinates (Å):
C1 -0.791 0.294 -0.937
C2 0.102 1.117 -0.213
O1 1.367 -1.465 0.862
O2 1.201 1.412 -0.518
S1 -0.047 -1.877 0.180
Cl1 -0.454 1.374 1.568
H1 -1.741 0.033 -0.607
H2 -0.702 -0.051 -1.895
H3 1.064 -0.837 1.561

Its charge is 0. For the total energy, the calculation gives -29571.333 eV. The HOMO energy (alpha / beta) comes out at -8.279 / -9.760 eV. As for the expectation value of S²: 2.01. The multiplicity is 3.